# 1
{
  "formula": "C14H13BN8Pd",
  "method": "the ωB97M-V functional and the def2-TZVPD basis",
  "e_lumo_ev": [4.873, 4.873],
  "total_charge": -2,
  "de_lowest_kj_mol": 19.1,
  "largest_force_ha_per_bohr": 0.022,
  "gap_ev": [4.836, 4.805],
  "total_energy_ev": -30805.628,
  "symbols": ["Pd", "B", "N", "C", "C", "C", "N", "N", "C", "C", "C", "N", "H", "H", "H", "H", "H", "H", "H", "H", "N", "C", "N", "C", "N", "N", "C", "C", "C", "C", "C", "C", "H", "H", "H", "H", "H"],
  "coordinates": [[-0.14, 0.25, 0.26], [2.61, -0.62, 2.69], [2.91, 0.15, 1.36], [4.12, 0.62, 1.04], [4.11, 0.98, -0.29], [2.81, 0.68, -0.72], [2.11, 0.17, 0.29], [1.11, -0.64, 3.09], [0.70, -0.73, 4.37], [-0.68, -0.90, 4.38], [-1.03, -0.89, 3.02], [0.05, -0.75, 2.27], [3.21, -0.03, 3.57], [3.03, -1.76, 2.59], [4.90, 0.66, 1.79], [4.92, 1.41, -0.86], [2.34, 0.84, -1.67], [1.41, -0.67, 5.17], [-1.32, -0.98, 5.23], [-1.99, -0.94, 2.53], [-1.90, 5.60, -2.73], [-1.12, 5.03, -2.09], [-0.14, 4.52, -1.37], [-0.16, 3.25, -1.08], [0.01, 2.13, -0.82], [-2.03, -0.18, 0.13], [-2.74, -0.07, -0.98], [-4.18, -0.15, -0.93], [-4.96, -0.10, -2.07], [-4.39, 0.04, -3.33], [-3.00, 0.14, -3.43], [-2.20, 0.09, -2.31], [-4.64, -0.24, 0.05], [-6.04, -0.16, -1.97], [-5.01, 0.09, -4.22], [-2.53, 0.27, -4.40], [-1.12, 0.18, -2.39]],
  "mulliken_charge": [0.33, 0.06, 0.16, -0.26, -0.92, -0.22, -0.09, 0.34, -0.28, -0.79, -0.16, -0.47, -0.17, -0.18, 0.40, 0.36, 0.43, 0.40, 0.34, 0.41, -0.61, 0.52, -0.70, 0.16, -0.24, -0.49, 0.07, -0.44, -0.29, -0.46, -0.55, -0.19, 0.33, 0.27, 0.31, 0.29, 0.34]
}

---

# 2
{
  "formula": "C14H13BrCl3GeN3OSbScSe4",
  "method": "the ωB97M-V functional and the def2-TZVPD basis",
  "e_lumo_ev": [0.554, -0.578],
  "multiplicity": 2,
  "total_charge": -1,
  "largest_force_ha_per_bohr": 0.061,
  "gap_ev": [5.425, 4.301],
  "total_energy_ev": -474002.411,
  "symbols": ["Sc", "Br", "C", "C", "C", "C", "C", "C", "C", "C", "C", "C", "H", "H", "H", "H", "H", "H", "Se", "Sb", "Se", "Se", "Se", "C", "N", "C", "C", "O", "N", "C", "N", "H", "H", "H", "H", "H", "H", "H", "Cl", "Ge", "Cl", "Cl"],
  "coordinates": [[-1.62, 0.61, -1.62], [2.08, -0.91, -2.32], [2.29, 0.79, -1.57], [3.30, 0.82, -0.62], [3.57, 2.04, 0.02], [2.98, 3.21, -0.40], [1.95, 3.21, -1.38], [1.30, 4.37, -1.85], [0.32, 4.23, -2.81], [-0.26, 2.96, -3.14], [0.26, 1.84, -2.52], [1.51, 1.91, -1.94], [3.86, -0.07, -0.41], [4.25, 2.10, 0.88], [3.27, 4.19, 0.02], [1.53, 5.31, -1.32], [-0.02, 5.11, -3.36], [-1.14, 2.91, -3.75], [-3.51, -6.01, -1.27], [-2.13, -4.42, 0.16], [-4.13, -1.24, -0.03], [-0.75, -3.51, -1.46], [-0.39, -5.81, 1.49], [-0.56, -2.73, 3.98], [-0.28, -1.86, 2.81], [-1.26, -0.90, 2.32], [-0.49, -0.41, 1.13], [-0.98, 0.47, 0.34], [0.75, -0.90, 1.03], [0.76, -1.92, 1.92], [1.69, -2.90, 1.88], [-1.64, -2.75, 4.12], [-0.08, -2.26, 4.88], [-0.23, -3.76, 3.82], [-1.52, -0.17, 3.10], [-2.24, -1.33, 2.00], [2.15, -3.01, 0.96], [1.36, -3.83, 2.13], [-2.88, 2.66, -1.40], [-4.93, 1.02, -0.03], [-2.05, 0.20, -3.86], [-6.09, 0.76, -1.97]],
  "mulliken_spin": [-0.01, 0.00, 0.00, 0.00, 0.00, 0.00, 0.00, 0.00, 0.00, 0.00, 0.00, 0.00, 0.00, 0.00, 0.00, 0.00, 0.00, 0.00, -0.94, 0.05, 0.93, 0.00, 0.91, 0.00, 0.00, 0.00, -0.02, 0.00, 0.00, 0.00, 0.00, 0.00, 0.00, 0.00, 0.00, 0.04, 0.00, 0.00, 0.00, 0.00, 0.00, 0.05]
}

---

# 3
{
  "formula": "C14H13Cl5ReSSe2Te",
  "method": "the ωB97M-V functional and the def2-TZVPD basis",
  "e_lumo_ev": [-9.475, -9.143],
  "multiplicity": 2,
  "total_charge": 2,
  "de_lowest_kj_mol": 118.1,
  "largest_force_ha_per_bohr": 0.033,
  "gap_ev": [4.279, 4.757],
  "total_energy_ev": -228272.980,
  "symbols": ["Re", "Cl", "C", "C", "C", "Cl", "C", "Cl", "C", "Cl", "C", "Cl", "C", "Se", "C", "C", "Se", "C", "H", "H", "H", "H", "H", "H", "H", "H", "H", "H", "Te", "C", "C", "C", "C", "S", "H", "H", "H"],
  "coordinates": [[0.19, 0.23, -0.10], [-1.20, 0.75, -1.97], [-1.36, 2.24, -1.10], [-0.70, 2.13, 0.14], [-0.74, 3.26, 0.96], [0.05, 3.26, 2.46], [-1.44, 4.41, 0.57], [-1.54, 5.74, 1.63], [-2.05, 4.48, -0.69], [-2.86, 5.89, -1.18], [-2.00, 3.36, -1.57], [-2.71, 3.42, -3.12], [1.34, 0.55, 3.46], [1.62, -0.50, 1.85], [0.52, -2.04, 2.44], [-0.95, -1.69, 2.64], [-1.76, -0.96, 0.99], [-3.04, 0.26, 1.78], [1.56, -0.11, 4.30], [0.32, 0.93, 3.50], [2.05, 1.38, 3.46], [0.93, -2.38, 3.39], [0.66, -2.84, 1.71], [-1.09, -0.95, 3.43], [-1.51, -2.59, 2.90], [-3.79, -0.32, 2.32], [-3.53, 0.82, 0.98], [-2.54, 0.95, 2.46], [2.03, -0.14, -1.98], [3.67, 1.10, -1.71], [4.60, 1.36, -2.70], [5.55, 2.30, -2.31], [5.35, 2.74, -1.02], [4.00, 2.04, -0.27], [4.57, 0.88, -3.67], [6.35, 2.63, -2.94], [5.96, 3.46, -0.49]],
  "mulliken_spin": [0.94, 0.01, -0.02, -0.04, 0.04, 0.00, 0.00, 0.00, 0.00, 0.00, -0.01, 0.00, 0.01, -0.01, 0.01, 0.01, 0.00, 0.00, 0.00, 0.00, 0.00, 0.00, 0.00, 0.00, 0.00, 0.00, 0.00, 0.00, 0.02, 0.01, 0.00, 0.00, 0.00, 0.00, 0.00, 0.00, 0.00]
}

---

# 4
{
  "formula": "C14H13ClNO3PS",
  "method": "the ωB97M-V functional and the def2-TZVPD basis",
  "e_lumo_ev": -0.489,
  "de_lowest_kj_mol": 190.6,
  "smiles": "CC[P@@](=O)(OC)c1ccc2oc(-c3ccc(Cl)s3)nc2c1",
  "largest_force_ha_per_bohr": 0.097,
  "gap_ev": 8.264,
  "total_energy_ev": -55007.012,
  "symbols": ["C", "C", "P", "O", "O", "C", "C", "C", "C", "C", "O", "C", "C", "C", "C", "C", "Cl", "S", "N", "C", "C", "H", "H", "H", "H", "H", "H", "H", "H", "H", "H", "H", "H", "H"],
  "coordinates": [[4.34, 1.05, 2.46], [4.55, 1.95, 1.19], [2.96, 2.83, 0.67], [2.94, 4.13, 1.43], [2.95, 3.22, -1.00], [2.16, 4.26, -1.36], [1.44, 1.87, 1.00], [0.36, 2.62, 1.46], [-0.86, 1.94, 1.58], [-1.03, 0.69, 1.08], [-2.14, -0.02, 0.95], [-1.74, -1.18, 0.34], [-2.47, -2.40, -0.08], [-3.70, -2.78, 0.44], [-4.17, -4.11, -0.09], [-3.33, -4.73, -0.98], [-3.42, -6.23, -1.76], [-1.89, -3.65, -1.19], [-0.40, -1.24, 0.18], [-0.04, -0.01, 0.56], [1.22, 0.59, 0.49], [3.77, 0.12, 2.17], [5.29, 0.76, 2.75], [3.69, 1.51, 3.24], [4.86, 1.30, 0.38], [5.43, 2.56, 1.43], [1.05, 4.12, -1.16], [2.24, 4.38, -2.50], [2.53, 5.15, -0.95], [0.51, 3.50, 1.92], [-1.73, 2.40, 2.01], [-4.15, -2.14, 1.17], [-5.16, -4.46, 0.13], [1.93, 0.00, 0.02]],
  "mulliken_charge": [-1.08, -0.61, 0.96, -0.78, -0.39, -0.66, 0.52, -1.08, -1.18, 0.99, -0.46, 0.70, -0.06, -0.47, -0.61, 0.31, -0.16, -0.13, -0.62, 0.40, -0.73, 0.25, 0.45, 0.27, 0.37, 0.41, 0.25, 0.24, 0.32, 0.76, 0.43, 0.40, 0.39, 0.61]
}

---

# 5
{
  "formula": "C14H13ClO2",
  "method": "the ωB97M-V functional and the def2-TZVPD basis",
  "e_lumo_ev": 0.163,
  "de_lowest_kj_mol": 90.0,
  "smiles": "C=C(Cl)c1c(OC)ccc2ccc(OC)cc12",
  "largest_force_ha_per_bohr": 0.070,
  "gap_ev": 8.011,
  "total_energy_ev": -31343.658,
  "symbols": ["C", "C", "Cl", "C", "C", "O", "C", "C", "C", "C", "C", "C", "C", "O", "C", "C", "C", "H", "H", "H", "H", "H", "H", "H", "H", "H", "H", "H", "H", "H"],
  "coordinates": [[2.31, 2.36, 0.29], [1.03, 1.88, 0.16], [-0.26, 2.98, 0.51], [0.71, 0.55, -0.39], [1.02, 0.30, -1.79], [1.94, 1.12, -2.39], [1.95, 1.50, -3.81], [0.55, -0.85, -2.40], [-0.16, -1.84, -1.72], [-0.59, -1.58, -0.45], [-1.36, -2.53, 0.26], [-1.83, -2.27, 1.56], [-1.38, -1.14, 2.22], [-1.64, -1.15, 3.59], [-2.20, 0.11, 4.01], [-0.55, -0.31, 1.53], [-0.18, -0.39, 0.19], [2.62, 3.29, 0.74], [3.05, 1.66, -0.14], [2.46, 2.47, -3.94], [1.03, 1.68, -4.36], [2.42, 0.71, -4.26], [0.95, -1.08, -3.43], [-0.46, -2.74, -2.23], [-1.65, -3.47, -0.15], [-2.42, -3.08, 2.10], [-1.52, 0.87, 3.84], [-2.53, 0.10, 5.03], [-3.10, 0.27, 3.45], [-0.24, 0.57, 2.03]],
  "mulliken_charge": [-0.77, -0.25, -0.17, 0.05, 1.27, -0.35, -0.90, -0.58, -0.84, 0.68, -1.00, -0.11, 0.28, -0.46, -0.88, -0.45, 0.23, 0.34, 0.25, 0.27, 0.35, 0.39, 0.22, 0.42, 0.39, 0.33, 0.32, 0.28, 0.32, 0.38]
}

---

# 6
{
  "formula": "C14H13HfNS",
  "method": "the ωB97M-V functional and the def2-TZVPD basis",
  "e_lumo_ev": -8.590,
  "total_charge": 2,
  "de_lowest_kj_mol": 0.0,
  "largest_force_ha_per_bohr": 0.051,
  "gap_ev": 6.702,
  "total_energy_ev": -28342.173,
  "symbols": ["Hf", "C", "H", "H", "H", "H", "H", "S", "C", "C", "C", "C", "C", "C", "N", "C", "C", "C", "C", "C", "C", "C", "H", "H", "H", "H", "H", "H", "H", "H"],
  "coordinates": [[0.39, -0.72, -1.60], [0.07, -1.11, -4.13], [1.16, -0.91, -4.03], [-0.01, -2.08, -4.65], [-0.39, -0.32, -4.75], [-0.62, -1.30, -3.15], [-1.29, -1.08, -1.75], [0.19, 1.10, 2.57], [0.53, -0.62, 2.92], [0.86, -1.17, 4.16], [1.20, -2.53, 4.20], [1.18, -3.29, 3.04], [0.85, -2.75, 1.80], [0.54, -1.38, 1.76], [0.31, -0.62, 0.57], [0.06, 0.72, 0.88], [-0.29, 1.68, -0.14], [-0.73, 2.97, 0.25], [-1.24, 3.80, -0.72], [-1.34, 3.40, -2.04], [-0.85, 2.15, -2.44], [-0.22, 1.29, -1.52], [0.85, -0.52, 5.03], [1.48, -2.99, 5.15], [1.44, -4.35, 3.10], [0.79, -3.29, 0.86], [-0.62, 3.24, 1.30], [-1.57, 4.79, -0.42], [-1.77, 4.07, -2.78], [-0.95, 1.84, -3.48]],
  "mulliken_charge": [1.18, -0.83, 0.26, 0.36, 0.35, 0.05, 0.03, -0.15, 0.68, -0.44, -0.61, -0.64, -0.65, 0.46, -0.42, 0.69, 0.74, -0.84, -0.62, -0.76, -0.34, 0.43, 0.42, 0.41, 0.40, 0.28, 0.43, 0.44, 0.42, 0.26]
}

---

# 7
{
  "formula": "C14H13IrNS",
  "method": "the ωB97M-V functional and the def2-TZVPD basis",
  "e_lumo_ev": [-7.268, -11.303],
  "multiplicity": 6,
  "total_charge": 2,
  "de_lowest_kj_mol": 39.4,
  "largest_force_ha_per_bohr": 0.083,
  "gap_ev": [5.833, 4.942],
  "total_energy_ev": -29868.446,
  "symbols": ["Ir", "C", "H", "H", "H", "H", "H", "S", "C", "C", "C", "C", "C", "C", "N", "C", "C", "C", "C", "C", "C", "C", "H", "H", "H", "H", "H", "H", "H", "H"],
  "coordinates": [[-0.52, -0.54, -1.39], [-0.55, -1.18, -3.30], [0.22, -0.79, -3.95], [-1.17, -1.94, -3.76], [-1.26, -0.34, -3.01], [-0.06, -1.74, -2.33], [-2.05, -0.85, -1.28], [1.05, 0.83, 2.52], [0.43, -0.82, 2.74], [0.39, -1.57, 3.91], [-0.21, -2.83, 3.88], [-0.77, -3.33, 2.69], [-0.72, -2.58, 1.51], [-0.12, -1.33, 1.54], [-0.04, -0.38, 0.50], [0.51, 0.79, 0.87], [0.59, 1.78, -0.14], [1.16, 3.07, -0.02], [1.14, 3.94, -1.10], [0.55, 3.55, -2.31], [-0.02, 2.26, -2.46], [0.04, 1.40, -1.37], [0.83, -1.16, 4.82], [-0.25, -3.43, 4.79], [-1.25, -4.31, 2.70], [-1.14, -2.93, 0.56], [1.61, 3.35, 0.92], [1.59, 4.93, -1.02], [0.52, 4.24, -3.15], [-0.50, 1.92, -3.37]],
  "mulliken_spin": [1.30, 0.22, 0.01, 0.01, 0.02, 0.03, 0.10, 0.39, 0.12, 0.19, 0.07, 0.15, 0.32, -0.02, 0.38, 0.44, -0.07, 0.09, 0.16, 0.33, 0.04, 0.74, -0.01, 0.01, 0.00, -0.06, 0.02, 0.00, 0.01, 0.01]
}

---

Which formula does entry 2 have? C14H13BrCl3GeN3OSbScSe4